No. 1
The following is a DFT calculation (ωB97M-V with the def2-TZVPD basis set) of a cluster of 2 separate species, C3H7FS in total in a non-equilibrium geometry.

Results
Energy above the lowest of the compared OMol25 structures with the same formula, charge and spin, kJ/mol: 304.0
Strongest force on any atom, eV/Å: 4.50
Electronic energy, eV: -16773.832
Kohn-Sham gap, eV: 9.3

Last column: natural (NBO) charge in e.
Geometry (Å):
C 0.873 0.536 1.317  -0.601
C -1.423 -0.048 -0.632  -0.705
C -0.026 -0.724 -0.355  0.290
F -0.170 -1.961 0.207  -0.369
S 1.162 -0.851 -1.691  0.007
H 0.095 0.834 1.956  0.181
H 1.667 0.111 1.913  0.198
H 1.154 1.333 0.667  0.176
H -1.352 1.035 -0.410  0.227
H -1.504 -0.124 -1.672  0.233
H -2.083 -0.446 0.253  0.251
H 1.608 0.305 -1.554  0.112

No. 2
The following is a DFT calculation (ωB97M-V with the def2-TZVPD basis set) of a cluster of 11 separate species, C27H76O11 in total in a non-equilibrium geometry.

Results
SMILES string: CC(C)O.CC(C)O.CC(C)O.CC(C)O.CC(C)O.CC(C)O.CC(C)O.CC(C)O.CO.CO.CO
Energy above the lowest of the compared OMol25 structures with the same formula, charge and spin, kJ/mol: 855.7
Strongest force on any atom, eV/Å: 12.01
Electronic energy, eV: -51744.642
Kohn-Sham gap, eV: 10.0

Last column: Mulliken charge in e.
Geometry (Å):
C 0.433 0.070 0.238  2.478
O 1.311 -1.050 -0.006  -0.086
H 0.754 0.662 1.130  -1.552
H -0.567 -0.349 0.447  0.204
H 0.409 0.709 -0.632  -0.361
H 1.082 -1.370 -0.875  -0.860
C 0.234 -4.239 -2.881  -0.656
O 0.785 -3.899 -1.627  -0.453
H 1.112 -4.467 -3.508  0.311
H -0.201 -3.402 -3.356  0.090
H -0.392 -5.091 -2.870  0.378
H 0.084 -3.629 -1.062  0.525
C 3.712 -0.852 3.195  -0.699
O 2.532 -1.390 2.547  -0.562
H 4.364 -0.406 2.446  0.213
H 4.254 -1.680 3.665  0.337
H 3.485 -0.097 3.929  0.243
H 2.425 -1.015 1.661  0.078
C 2.383 3.110 -1.091  -0.869
C 3.322 1.938 -1.127  0.429
C 3.615 1.431 0.251  -1.135
O 2.935 0.962 -1.812  -0.522
H 2.533 3.884 -0.339  0.474
H 1.483 2.612 -0.769  -0.210
H 2.229 3.595 -2.053  0.407
H 4.261 2.299 -1.591  0.426
H 4.367 0.608 0.396  0.279
H 2.768 1.033 0.819  -0.088
H 4.037 2.197 0.841  0.549
H 3.726 0.458 -1.986  0.585
C -1.596 0.590 -4.950  -1.605
C -1.499 -0.744 -4.290  -0.200
C -0.424 -0.751 -3.197  0.967
O -2.549 -1.068 -3.721  -0.466
H -2.406 0.468 -5.637  0.593
H -0.720 0.903 -5.528  0.313
H -1.862 1.349 -4.207  0.506
H -1.277 -1.572 -4.913  0.560
H -0.700 -1.441 -2.404  -0.593
H -0.364 0.216 -2.760  -1.005
H 0.573 -0.923 -3.533  0.533
H -3.319 -0.839 -4.346  0.383
C 1.199 3.693 2.043  -2.044
C 0.297 2.971 3.073  2.343
C 0.963 1.840 3.913  -0.700
O -0.272 3.692 3.876  -0.590
H 0.578 4.348 1.432  0.274
H 1.650 2.847 1.479  0.421
H 1.948 4.227 2.560  0.567
H -0.453 2.511 2.366  -1.018
H 1.151 0.904 3.437  -0.340
H 0.269 1.539 4.660  0.442
H 1.948 2.082 4.359  0.310
H -1.055 3.236 4.227  0.459
C -1.080 3.628 -0.578  -1.370
C -1.509 2.700 -1.758  0.125
C -2.450 1.592 -1.321  -0.350
O -2.088 3.287 -2.730  -0.584
H -0.227 4.323 -0.784  0.514
H -0.735 3.007 0.248  -0.190
H -1.961 4.186 -0.208  0.644
H -0.619 2.235 -2.142  0.218
H -1.910 1.026 -0.519  -0.066
H -2.575 0.901 -2.145  0.117
H -3.493 1.820 -1.020  0.387
H -1.423 3.731 -3.275  0.510
C -0.068 -1.777 4.862  -1.556
C -0.793 -1.887 3.582  0.484
C -1.537 -0.584 3.376  -0.868
O -0.184 -2.207 2.565  -0.207
H 0.287 -2.758 5.115  0.455
H -0.806 -1.340 5.616  0.377
H 0.800 -1.051 4.807  0.115
H -1.593 -2.609 3.706  0.428
H -1.987 -0.228 4.292  0.543
H -2.343 -0.681 2.689  0.081
H -0.744 0.093 2.974  -0.055
H 0.772 -1.997 2.688  0.066
C -2.982 -1.694 -0.130  -0.346
C -2.217 -3.005 0.048  0.756
C -2.676 -4.087 -0.921  -1.443
O -0.970 -2.862 0.051  -0.612
H -2.941 -1.453 -1.105  0.306
H -2.528 -0.882 0.492  -0.730
H -4.052 -1.792 0.129  0.508
H -2.504 -3.393 1.039  0.316
H -2.496 -3.617 -1.921  0.164
H -3.730 -4.478 -0.853  0.370
H -2.025 -4.994 -0.959  0.323
H -0.666 -2.535 0.910  0.173
C -3.175 2.406 1.766  -0.241
C -4.530 1.858 2.184  0.209
C -5.121 1.056 1.040  -1.339
O -4.458 1.120 3.202  -0.518
H -2.456 1.604 1.707  -0.306
H -2.904 3.204 2.495  0.510
H -3.126 2.961 0.796  0.088
H -5.232 2.682 2.414  0.354
H -5.505 1.607 0.255  0.532
H -5.897 0.355 1.354  0.400
H -4.290 0.464 0.614  -0.077
H -3.919 1.571 3.805  0.384
C 3.132 -1.986 -2.681  0.624
C 4.531 -1.608 -2.195  0.352
C 5.491 -2.721 -2.402  -1.770
O 4.973 -0.498 -2.621  -0.508
H 3.120 -3.098 -2.736  0.249
H 2.944 -1.622 -3.679  0.339
H 2.345 -1.613 -2.035  -0.521
H 4.361 -1.537 -1.104  -0.191
H 5.098 -3.665 -2.119  0.430
H 6.314 -2.545 -1.770  0.433
H 5.702 -2.759 -3.461  0.476
H 5.096 -0.569 -3.570  0.427

No. 3
The following is a DFT calculation (ωB97M-V with the def2-TZVPD basis set) of a cluster of 2 separate species, CN2O2 in total in a non-equilibrium geometry.

Results
Energy above the lowest of the compared OMol25 structures with the same formula, charge and spin, kJ/mol: 456.4
Strongest force on any atom, eV/Å: 4.14
Electronic energy, eV: -8102.707
Spin multiplicity: 3
Expectation value of S²: 2.0626
Kohn-Sham gap (alpha / beta), eV: 7.7 / 9.1

Last column: Löwdin spin population.
Geometry (Å):
C -0.688 -0.120 0.000  0.041
N -1.824 0.095 -0.024  0.265
N 0.579 -0.331 0.016  0.393
O 1.121 1.643 -0.016  0.797
O 1.446 -1.114 -0.027  0.505

No. 4
The following is a DFT calculation (ωB97M-V with the def2-TZVPD basis set) of a cluster of 11 separate species, C15H51NO11 in total in a non-equilibrium geometry.

Results
Strongest force on any atom, eV/Å: 5.22
Electronic energy, eV: -40384.500
Spin multiplicity: 2
Expectation value of S²: 0.7547
Net charge: +1
Kohn-Sham gap (alpha / beta), eV: 9.6 / 5.4

Last column: Löwdin spin population.
Geometry (Å):
C 0.898 0.026 4.392  0.039
C -0.359 0.865 4.005  0.045
C -1.549 0.417 4.690  0.002
C -1.707 0.571 6.216  0.000
C -1.573 2.031 6.571  0.002
C -0.429 2.771 5.781  0.054
N -0.192 2.304 4.394  0.667
O 0.718 3.048 3.657  0.069
C -0.697 4.283 5.602  0.022
C 0.934 2.709 6.568  0.055
C -0.619 0.892 2.481  0.013
H 1.835 0.538 4.172  0.000
H 0.984 -0.993 4.017  0.006
H 0.953 -0.293 5.433  0.001
H -2.483 0.772 4.254  0.000
H -1.711 -0.646 4.515  -0.001
H -0.837 0.030 6.588  0.000
H -2.645 0.266 6.680  0.000
H -1.315 2.037 7.630  0.000
H -2.527 2.528 6.397  0.001
H 0.170 4.915 5.408  0.000
H -1.504 4.515 4.907  -0.001
H -1.073 4.664 6.552  0.002
H 1.273 1.689 6.748  0.001
H 1.702 3.192 5.964  0.001
H 0.890 3.224 7.527  0.005
H -1.153 1.816 2.260  0.001
H -1.206 0.137 1.956  0.001
H 0.277 1.027 1.875  0.000
H 1.499 2.764 4.137  0.017
O 0.639 -4.783 -3.939  0.000
H 1.474 -4.901 -4.392  0.000
H 0.057 -4.412 -4.602  0.000
O -3.720 1.769 -2.232  0.000
H -2.927 1.406 -2.626  0.000
H -4.430 1.235 -2.588  0.000
O 2.733 -0.881 -4.179  0.000
H 2.391 -0.874 -5.073  0.000
H 2.594 0.012 -3.863  0.000
O 0.712 2.195 -3.085  0.000
H 1.506 2.700 -2.909  0.000
H 0.523 2.360 -4.008  0.000
O 3.993 -1.224 -0.724  0.000
H 3.666 -2.011 -1.160  0.000
H 4.077 -0.579 -1.426  0.000
O -0.234 2.706 -0.025  0.000
H 0.229 2.667 0.812  0.000
H 0.299 2.178 -0.619  0.000
O 2.886 -0.709 1.653  0.000
H 3.533 -0.899 0.973  0.000
H 2.090 -1.149 1.357  0.000
O 0.896 -4.167 -0.470  0.000
H 1.818 -4.231 -0.722  0.000
H 0.573 -5.067 -0.514  0.000
C 0.210 -2.493 -7.569  0.000
C -0.318 -2.216 -6.174  0.000
C -1.198 -0.946 -6.183  0.000
O -0.948 -3.361 -5.774  0.000
H 0.697 -1.588 -7.933  0.000
H -0.513 -2.696 -8.359  0.000
H 0.782 -3.419 -7.611  0.000
H 0.538 -2.156 -5.502  0.000
H -0.593 -0.071 -5.947  0.000
H -1.978 -1.068 -5.431  0.000
H -1.769 -0.808 -7.101  0.000
H -1.656 -3.590 -6.381  0.000
C 0.309 -0.502 -1.517  0.000
C -0.594 -0.779 -2.692  0.000
C -1.489 -2.043 -2.509  0.000
O -1.338 0.486 -2.887  0.000
H 1.228 -0.006 -1.828  0.000
H 0.743 -1.388 -1.054  0.000
H -0.087 -0.015 -0.626  0.000
H -0.005 -1.005 -3.580  0.000
H -0.953 -2.989 -2.435  0.000
H -2.194 -2.031 -3.340  0.000
H -2.029 -2.010 -1.562  0.000
H -0.781 1.255 -3.021  0.000

No. 5
The following is a DFT calculation (ωB97M-V with the def2-TZVPD basis set) of an isolated molecule of C19H21N3O3S.

Results
SMILES string: CCOCCCNC(=O)CN1C(=O)c2ccccc2Sc2ncccc21
Energy above the lowest of the compared OMol25 structures with the same formula, charge and spin, kJ/mol: 170.9
Strongest force on any atom, eV/Å: 0.80
Electronic energy, eV: -41492.701
Kohn-Sham gap, eV: 9.5

Last column: natural (NBO) charge in e.
Geometry (Å):
C -2.977 -2.470 -1.084  -0.660
C -3.662 -2.015 0.204  -0.052
O -3.460 -0.656 0.522  -0.554
C -4.008 0.254 -0.408  -0.070
C -3.907 1.672 0.161  -0.415
H -4.139 2.383 -0.633  0.210
H -4.635 1.795 0.963  0.211
C -2.521 1.958 0.741  -0.227
N -1.477 1.740 -0.232  -0.627
C -0.446 2.572 -0.407  0.666
O -0.311 3.642 0.156  -0.644
C 0.603 2.037 -1.402  -0.310
N 1.389 0.950 -0.825  -0.425
C 0.839 -0.293 -0.846  0.690
O -0.249 -0.487 -1.372  -0.649
C 1.526 -1.408 -0.146  -0.098
C 2.838 -1.790 -0.403  -0.154
C 3.374 -2.921 0.192  -0.209
C 2.603 -3.672 1.061  -0.188
C 1.297 -3.295 1.334  -0.214
C 0.758 -2.178 0.724  -0.171
H -0.266 -1.888 0.909  0.227
H 0.695 -3.878 2.014  0.219
H 3.022 -4.552 1.524  0.219
H 4.391 -3.201 -0.034  0.229
S 3.853 -0.818 -1.500  0.280
C 3.803 0.627 -0.452  0.058
N 4.959 0.995 0.049  -0.414
C 5.017 2.062 0.825  0.037
C 3.895 2.813 1.138  -0.242
C 2.674 2.433 0.606  -0.179
C 2.602 1.304 -0.210  0.092
H 1.787 3.013 0.808  0.257
H 3.968 3.681 1.772  0.227
H 6.000 2.316 1.195  0.198
H 1.276 2.848 -1.681  0.233
H 0.099 1.647 -2.290  0.245
H -1.453 0.833 -0.685  0.434
H -2.450 2.996 1.072  0.231
H -2.361 1.295 1.598  0.204
H -3.471 0.194 -1.364  0.165
H -5.065 0.007 -0.599  0.173
H -4.741 -2.228 0.148  0.158
H -3.246 -2.555 1.059  0.182
H -2.932 -3.556 -1.106  0.214
H -1.965 -2.074 -1.134  0.241
H -3.524 -2.133 -1.961  0.203

No. 6
The following is a DFT calculation (ωB97M-V with the def2-TZVPD basis set) of a cluster of 2 separate species, C4H12O2 in total in a non-equilibrium geometry.

Results
SMILES string: CC[C@@H](C)O.O
Energy above the lowest of the compared OMol25 structures with the same formula, charge and spin, kJ/mol: 26.7
Strongest force on any atom, eV/Å: 1.35
Electronic energy, eV: -8437.238
Kohn-Sham gap, eV: 11.1

Last column: natural (NBO) charge in e.
Geometry (Å):
C 0.192 -0.791 -0.920  -0.610
C 0.122 0.439 -0.032  -0.413
C 1.477 0.811 0.532  0.104
C 1.432 2.158 1.255  -0.644
O 1.872 -0.226 1.460  -0.736
H -0.389 -0.696 -1.832  0.209
H 1.225 -1.002 -1.148  0.209
H -0.244 -1.603 -0.355  0.211
H -0.538 0.337 0.821  0.205
H -0.220 1.310 -0.604  0.196
H 2.270 0.840 -0.215  0.165
H 2.409 2.604 1.411  0.217
H 0.854 2.049 2.162  0.203
H 0.867 2.891 0.676  0.218
H 1.973 0.186 2.322  0.466
H -3.745 -3.411 -1.985  0.465
H -5.101 -3.124 -1.460  0.464
O -4.456 -2.770 -2.088  -0.929

No. 7
The following is a DFT calculation (ωB97M-V with the def2-TZVPD basis set) of an isolated molecule of C4H9NO3 in a non-equilibrium geometry.

Results
SMILES string: O=CNC(CO)CO
Energy above the lowest of the compared OMol25 structures with the same formula, charge and spin, kJ/mol: 200.1
Strongest force on any atom, eV/Å: 1.48
Electronic energy, eV: -11925.467
Kohn-Sham gap, eV: 9.9

Last column: natural (NBO) charge in e.
Geometry (Å):
O -2.115 -1.344 2.363  -0.609
C -1.139 -1.149 1.685  0.526
N -1.259 -0.452 0.504  -0.635
C -0.360 -0.050 -0.584  -0.099
C -0.215 1.510 -0.627  -0.078
O 1.088 1.975 -0.265  -0.731
C 0.996 -0.781 -0.665  -0.074
O 1.482 -1.416 0.524  -0.723
H -0.118 -1.410 1.894  0.144
H -2.237 -0.316 0.293  0.392
H -0.867 -0.315 -1.501  0.200
H -0.524 1.921 -1.571  0.171
H -0.850 1.863 0.173  0.190
H 1.531 2.394 -0.994  0.475
H 0.949 -1.624 -1.353  0.188
H 1.724 -0.044 -0.966  0.189
H 1.913 -0.762 1.089  0.472

No. 8
The following is a DFT calculation (ωB97M-V with the def2-TZVPD basis set) of a structure of composition C11H22AlO2 in a non-equilibrium geometry.

Results
Strongest force on any atom, eV/Å: 2.46
Electronic energy, eV: -22452.647
Net charge: -1
Kohn-Sham gap, eV: 8.1

Last column: natural (NBO) charge in e.
Geometry (Å):
C 0.788 -4.059 1.880  -0.407
C 0.653 -3.692 0.721  0.052
C 0.831 -3.238 -0.751  -1.022
Al -0.268 -1.541 -1.187  1.394
C 0.963 -0.268 -2.263  -1.003
C 1.341 1.059 -1.489  -0.066
O 2.770 1.383 -1.554  -0.569
C 3.453 0.910 -0.394  -0.067
C 3.830 2.042 0.648  -0.641
C -1.018 -0.600 0.470  -0.608
O -2.463 -0.845 0.670  -0.572
C -2.897 0.134 1.638  -0.061
C -3.940 1.176 1.074  -0.421
C -3.377 2.163 -0.035  -0.625
H 0.873 -4.680 2.801  0.228
H 0.435 -4.090 -1.390  0.234
H 1.912 -3.050 -1.029  0.227
H -1.470 -2.046 -2.143  -0.431
H 0.422 -0.086 -3.243  0.212
H 1.942 -0.806 -2.471  0.212
H 0.752 1.916 -1.955  0.171
H 1.077 1.058 -0.394  0.155
H 4.439 0.454 -0.736  0.168
H 2.899 0.076 0.146  0.181
H 2.992 2.756 0.876  0.210
H 4.147 1.533 1.615  0.199
H 4.737 2.648 0.331  0.196
H -0.944 0.522 0.264  0.144
H -0.427 -0.789 1.427  0.169
H -3.439 -0.459 2.453  0.160
H -2.032 0.636 2.177  0.171
H -4.266 1.815 1.958  0.183
H -4.858 0.598 0.753  0.203
H -3.723 3.210 0.251  0.189
H -3.876 1.947 -1.023  0.213
H -2.259 2.215 -0.098  0.221

Which of these has the lowest electronic energy?
C27H76O11